Record 1
Entry from OMol25: a cluster of 7 separate species, C20H31F9O22S4 in total at a distorted geometry (ωB97M-V/def2-TZVPD).

Properties
spin multiplicity: 1
maximum force: 4.4 eV/Å
energy relative to the best compared isomer or geometry (same formula, charge and spin): 249.9 kJ/mol
SMILES: CCOC(=O)C(F)(F)F.CCOC(=O)C(F)(F)F.CCOC(=O)C(F)(F)F.O=S1(=O)OCCO1.O=S1(=O)OCCO1.O=S1(=O)OCCO1.O=S1(=O)OCCO1
charge: 0

Structure (XYZ):
```
86
Properties=species:S:1:pos:R:3:forces:R:3:lowdin_charge:R:1
S -1.406982 -0.988409 -3.289693 -0.51 2.21 -0.74 0.75
C 1.440458 7.556041 6.543467 0.32 -0.68 0.17 -0.06
O 1.845498 -0.908249 3.779707 -3.10 -1.46 -2.12 -0.25
S -2.058912 -6.659099 0.924667 -0.61 -2.26 -1.41 0.77
H 0.292678 -1.213769 -0.333953 -1.28 0.10 0.67 0.10
C 2.537468 3.544741 4.092177 -1.53 0.94 -0.98 -0.48
H 1.333208 7.543221 4.409957 0.06 -0.45 -0.30 0.12
C -3.643572 -0.504769 0.152367 1.54 2.09 0.90 -0.31
C -2.143252 0.567671 -5.269943 0.12 -0.56 1.15 -0.13
C -1.388452 -4.243069 1.145057 0.45 -0.03 0.95 -0.18
C 2.472238 2.451151 -1.167643 0.00 1.13 -1.31 -0.04
H 3.086688 -3.744339 -3.822223 -0.59 0.21 -0.10 0.13
O 3.809208 1.950171 -3.075433 1.49 -3.25 -2.16 -0.02
H 0.843528 -2.818349 -3.143903 -0.16 0.04 -0.15 0.11
C 0.403478 0.419851 1.329097 -1.05 -0.81 -1.61 -0.18
O -1.526672 -5.303409 0.198637 -0.31 -1.05 0.71 -0.23
F 1.752538 2.438001 3.912997 0.77 1.24 0.54 0.13
O 0.835048 -1.912799 1.522777 -0.02 -1.35 3.27 -0.20
H 1.103228 7.055631 7.451187 -0.35 -0.34 -0.25 0.07
O -1.824632 -2.248479 -2.678473 1.00 2.74 -2.00 -0.21
H -2.069742 1.625851 -5.019043 0.34 -0.09 0.38 0.12
H -1.378852 -3.314549 0.574217 -0.51 -0.01 0.17 0.12
O -0.353382 -2.187869 3.853877 1.82 1.27 -1.84 -0.24
C 4.509988 -0.062329 -4.245993 -0.09 -1.04 1.29 -0.59
O -0.760942 0.055361 -2.481013 -0.91 -2.19 -1.24 -0.27
H 1.784138 -0.749019 0.146317 0.63 0.00 0.45 0.12
F -5.772762 -1.623119 -0.346133 1.35 -0.15 0.22 0.17
O -0.123242 -5.481259 -2.307273 0.02 -0.22 -0.25 -0.19
H -2.343082 -3.983609 3.108797 0.12 -0.42 0.01 0.13
F -3.812972 -2.674919 -0.719103 -1.53 1.73 -0.07 0.13
H 1.925568 1.539511 -1.408813 -0.10 0.04 0.26 0.06
O -2.640862 -0.208009 -4.154713 0.66 -1.00 1.68 -0.24
F 3.369728 3.576171 3.013147 0.09 -0.31 1.51 0.13
O -3.185642 -7.178859 0.085367 3.15 1.56 2.68 -0.27
F 3.122258 3.510061 5.285477 0.50 -0.72 -0.95 0.18
H 3.636918 -3.534779 -2.194593 0.10 -0.09 0.27 0.12
O -0.219772 -0.039739 2.502317 0.53 -1.05 2.10 -0.22
H 1.213508 1.130131 1.494757 0.13 -0.33 0.25 0.12
F -4.554082 -0.970469 -2.006353 0.54 -0.71 1.69 0.12
O 2.176358 0.478611 -3.919963 2.14 0.64 0.52 0.14
O 1.175768 5.257771 2.940087 1.29 -0.91 2.59 0.11
H -4.478312 3.216741 2.785247 0.55 -0.40 0.09 0.07
O 2.329968 -5.051219 -2.488863 -0.92 -2.59 0.53 -0.18
F 4.659038 0.048421 -5.540803 -0.69 -0.20 -1.08 0.21
O 1.350758 -5.945539 -0.351323 -0.42 1.76 -1.94 -0.21
H -0.396692 0.882011 0.750967 0.12 0.24 0.09 0.11
H 1.088708 8.583201 6.639977 -0.12 -0.04 -0.50 0.08
H 0.083878 0.554921 -5.678423 -0.15 0.09 0.48 0.12
H 2.523558 7.569951 6.665107 0.10 0.12 -0.34 0.08
C -3.753282 1.418791 1.570197 0.67 1.81 1.24 -0.20
C 1.571628 -2.848759 -2.333323 0.78 -0.61 -2.74 -0.20
S 1.022268 -5.178779 -1.537973 1.55 0.74 0.89 0.69
H -5.466592 2.818041 1.443257 -0.03 -0.31 -0.19 0.07
H 3.248558 2.277691 -0.422433 0.14 -0.12 -0.28 0.08
H 1.805408 3.209871 -0.758043 -0.20 -0.15 0.06 0.08
O -4.386782 0.417041 0.814347 -0.66 -1.66 -1.45 0.03
F 5.639528 0.261651 -3.712373 1.75 1.00 1.02 0.21
O -2.424292 -0.504859 0.144207 -2.05 -0.47 -0.05 0.14
H -2.970262 0.502681 -5.976993 0.53 -0.36 -0.47 0.13
C -4.846172 2.363371 2.215567 0.45 -1.27 -0.69 -0.04
F 4.342378 -1.372009 -3.880213 -0.74 0.57 -0.71 0.14
H -3.043542 2.012721 0.994337 -0.28 0.00 -0.68 0.12
C 1.714898 4.912211 3.997297 -1.41 0.46 -2.42 -0.35
C -2.515212 -4.480569 2.154077 -0.47 0.82 -1.08 -0.16
O -0.560062 -1.162499 -4.706023 -0.08 -1.26 2.36 -0.22
H 2.306998 3.295941 -3.262513 -0.41 -0.09 0.27 0.12
C -4.486292 -1.466529 -0.711823 -0.07 -0.87 -1.43 -0.43
O -2.639552 -5.905839 2.300127 1.01 -0.60 -1.30 -0.19
C -0.772602 -0.115709 -5.609053 -1.03 0.49 -1.54 -0.18
C 3.058198 2.996691 -2.531583 -1.76 -0.57 1.61 -0.19
H -0.455482 -4.276229 1.707717 0.38 -0.41 -0.39 0.12
S 0.594458 -1.360349 3.114767 0.47 1.65 -0.23 0.80
C 2.753628 -3.778519 -2.784923 0.51 2.22 0.32 -0.19
H -0.028682 6.687911 5.168217 0.06 -0.05 -0.12 0.13
H 3.686098 3.871551 -2.362883 0.42 -0.40 -0.13 0.12
C 1.045788 6.865501 5.213807 -0.11 0.93 0.94 -0.17
H -3.423142 -4.089549 1.694877 -0.35 -0.14 0.24 0.12
H -5.471972 1.734721 2.849037 -0.11 0.23 0.07 0.07
H 1.843398 -1.811559 -2.137223 0.15 -0.29 0.62 0.12
O 1.725078 5.591271 5.130057 0.30 -0.23 0.06 0.02
H -0.890802 -0.598549 -6.579103 0.19 -0.04 -0.04 0.13
O -0.939832 -7.575059 1.256727 -2.99 2.61 -0.48 -0.26
H -3.073562 0.943251 2.277267 -0.39 -0.11 0.52 0.12
C 0.796428 -0.902299 0.581097 1.63 1.78 -1.06 -0.21
O 1.034438 -3.544729 -1.272003 -0.87 -1.19 2.34 -0.21
C 3.336318 0.786331 -3.712543 -2.01 2.40 0.65 -0.27
```
Positions in Å, forces in eV/Å.

Record 2
Entry from OMol25: a structure of composition C20H31IrN3O5S at a distorted geometry (ωB97M-V/def2-TZVPD).

Properties
spin multiplicity: 2
maximum force: 1.2 eV/Å
⟨S²⟩: 0.756
charge: +4
E: -49577.6677 eV

Structure (XYZ):
```
61
Properties=species:S:1:pos:R:3:forces:R:3:mulliken_spin:R:1
C -1.877941 2.927721 2.667257 0.05 -0.51 0.41 0.00
H 0.174285 1.707369 -2.329724 -0.02 -0.01 -0.01 0.00
H -3.932432 3.717075 0.618217 0.03 0.02 0.04 0.00
H 2.996428 0.675178 4.976809 -0.03 0.04 0.01 0.00
N 0.331563 0.102940 0.437232 0.29 -0.06 0.54 0.00
C -0.484407 1.069013 -1.736850 -0.04 0.07 0.02 0.00
H -0.702794 -4.623643 -7.732082 0.00 -0.04 0.02 0.06
O 2.964788 -2.949577 -1.456102 0.27 0.36 0.10 0.00
H 3.432842 3.072667 2.092361 0.02 0.03 0.01 0.00
H -1.594185 3.970709 2.766892 -0.02 0.00 -0.04 0.00
H -2.043696 2.710924 5.731798 -0.01 0.00 -0.01 0.00
C -2.879405 3.476931 0.400525 0.08 0.03 -0.10 0.00
H -1.683485 -3.221092 -7.333019 -0.01 0.00 0.01 0.00
H 3.204818 -0.322166 3.575240 0.00 0.01 -0.01 0.00
N 1.153848 -0.798477 -1.390932 0.09 -0.14 0.07 0.00
H -0.920264 -4.365102 -5.230752 0.02 0.07 0.04 0.02
H 1.095407 -0.111209 -3.348404 0.03 0.02 0.04 0.00
C -0.208483 -3.937922 -5.935362 -0.05 -0.23 -0.22 0.18
O 1.313433 1.759368 2.499476 0.04 -0.04 -0.15 0.00
Ir -0.531674 1.306399 1.928854 -0.42 0.12 -0.68 0.00
C 3.482703 2.508440 3.020476 -0.07 0.06 -0.11 0.00
H 1.460436 -1.128326 1.841570 0.00 0.01 -0.04 0.00
H 3.389937 3.214399 3.858589 -0.02 0.00 0.01 0.00
H 2.080338 -2.748594 -3.919715 -0.02 -0.01 0.01 0.00
C -2.597541 -1.299577 2.104550 0.00 -0.08 0.02 0.00
H 0.830848 -4.242585 -5.807232 0.01 0.09 0.02 0.02
H 0.714267 -3.008241 -2.799013 0.01 0.00 0.00 0.00
C -1.825723 0.673439 3.515842 -0.24 -0.29 -0.07 0.00
C -0.666928 -3.604323 -7.274603 0.02 0.11 0.09 0.02
H 4.447230 2.018571 3.150229 0.00 -0.04 -0.02 0.00
O 0.625498 -1.136578 -5.788577 0.02 -0.08 -0.05 0.22
N 2.751413 -2.469204 -0.359030 -0.91 -0.84 0.00 0.00
C 0.302528 0.126035 -0.903880 -0.04 0.12 -0.09 0.00
H -1.156938 0.539304 -2.413820 0.00 0.00 -0.02 0.00
H 0.043536 -3.040546 -7.875775 0.01 -0.01 -0.01 0.00
C -2.486198 2.486437 1.426686 0.09 -0.03 0.47 0.00
H -3.648488 -1.508472 2.343883 0.03 0.02 0.01 0.00
H -0.643248 3.500645 5.014748 -0.01 0.00 -0.01 0.00
C 2.506949 0.383283 4.044763 -0.09 -0.05 -0.02 0.00
O -1.272411 -1.765250 -4.242917 -0.06 -0.05 -0.01 0.20
C -1.165988 2.549056 5.094373 0.03 0.04 -0.05 0.00
H -1.517153 -0.031217 4.281305 0.01 -0.06 -0.05 0.00
H -2.317411 4.406377 0.475960 0.00 0.00 -0.03 0.00
H -2.432071 -1.608748 1.073668 -0.01 0.00 0.01 0.00
H -3.003332 0.713675 0.296897 0.03 0.03 0.01 0.00
C -2.658379 1.091746 1.253026 0.12 -0.01 0.19 0.00
C 1.245699 -0.863909 0.819908 -0.04 -0.05 -0.06 0.00
H -0.539540 1.813088 5.596777 -0.01 -0.01 0.00 0.00
C 1.550443 -0.940690 -2.810937 -0.06 0.01 -0.06 0.01
H -1.074319 1.724586 -1.095097 0.07 -0.09 -0.07 0.00
H -1.988041 -1.894020 2.784003 0.00 -0.01 -0.03 0.00
C 1.746396 -1.416840 -0.299570 0.22 0.30 -0.06 0.00
H -2.864058 3.093079 -0.619160 0.01 -0.04 0.06 0.00
C -1.662031 2.060680 3.777713 -0.07 0.61 -0.44 0.00
S 0.014248 -2.002061 -4.830561 0.04 0.15 0.15 0.15
C -2.382212 0.157563 2.291449 0.01 0.18 0.07 0.00
H 1.556649 -0.110336 4.242389 0.02 -0.02 0.02 0.00
H 2.626319 -0.800223 -2.861786 0.04 -0.02 0.00 0.00
C 1.200028 -2.298426 -3.464661 0.02 -0.03 -0.02 0.10
O 3.147220 -2.858558 0.707753 0.30 0.33 -0.15 0.00
C 2.370678 1.549216 3.148340 0.19 0.03 0.23 0.00
```
Positions in Å, forces in eV/Å.

Record 3
Entry from OMol25: a structure of composition C20H31MnN2SbTe at a distorted geometry (ωB97M-V/def2-TZVPD).

Properties
spin multiplicity: 5
maximum force: 2.3 eV/Å
⟨S²⟩: 6.273
charge: +1
E: -69362.5394 eV

Structure (XYZ):
```
56
Properties=species:S:1:pos:R:3:forces:R:3:mulliken_spin:R:1
H 4.282077 1.320468 0.314919 -0.11 -0.21 0.65 0.00
Te 2.156310 0.278142 1.627098 1.29 1.44 1.16 0.04
C -0.157643 -2.690830 2.441189 -0.07 -0.11 0.13 0.01
C -0.783679 -0.509257 -4.743856 -0.06 0.02 0.36 0.01
H -3.991880 -0.471966 -2.574783 0.24 0.02 -0.02 0.00
C -2.414057 0.234517 3.729428 0.10 -0.03 -0.03 -0.01
C -1.829462 -0.350399 -2.545091 0.39 -0.18 -1.83 0.00
H -2.377120 0.342624 4.810424 -0.03 0.00 -0.15 0.00
C -3.081056 -0.480227 -3.167255 -0.29 -0.03 -0.01 0.00
H 2.953547 -4.083984 1.647698 0.03 -0.14 -0.37 0.00
H 2.656612 -4.918745 0.072311 0.36 0.39 0.43 0.00
H -1.979224 -4.935103 1.201777 -0.05 -0.21 -0.60 0.00
C -1.291651 0.086837 1.600614 0.46 0.27 -1.11 -0.09
H -4.563420 0.109989 3.655235 0.16 0.01 -0.16 0.00
H -0.094013 1.717842 -0.169063 -0.05 -1.19 0.23 -0.35
H 0.400518 -5.470555 0.634190 -0.07 0.65 -0.39 0.00
C -2.034124 -0.636683 -5.342252 0.06 0.01 0.08 0.00
C -0.686738 -0.367555 -3.356914 -0.21 -0.04 -0.07 0.02
C -0.216303 -4.861827 -0.057545 0.04 -0.24 -0.49 -0.01
H 3.365192 -0.874466 3.785506 -0.48 0.56 -0.19 0.00
C 4.159140 0.994018 1.367971 0.62 0.17 -0.57 0.03
H 2.512032 -2.719782 -1.067644 -0.25 0.16 0.49 0.00
C 2.329400 -2.770507 0.027732 0.37 0.02 -0.36 0.01
H -2.308632 -4.582610 -0.542708 0.16 -0.45 0.48 0.00
C -1.687070 -5.177840 0.158795 -0.47 0.01 0.04 0.00
H 2.748950 -1.853583 0.492450 -0.43 -0.98 -0.60 0.00
H -1.257876 -2.698752 2.592144 0.55 0.33 -0.25 0.00
H 0.238117 -1.729656 2.829899 -0.38 -0.67 -0.46 0.01
H -4.649958 -0.136037 1.196345 0.13 0.01 0.02 0.00
C -3.640268 0.104005 3.081086 0.03 -0.08 -0.58 0.02
H 4.338378 1.867773 2.027692 -0.24 -0.67 -0.35 0.00
C -1.236172 0.225982 2.987699 -0.46 0.08 -0.68 -0.05
H -2.113487 -0.747064 -6.420710 0.03 0.02 0.19 0.00
H 1.527673 -3.844691 3.190005 -0.36 -0.20 0.02 0.00
H 1.631983 -0.557089 4.147908 0.60 0.25 -0.27 0.00
C 3.050065 -4.000918 0.555603 0.22 -0.40 -0.07 0.00
H 0.294136 -0.268570 -2.897605 0.00 0.01 -0.01 -0.01
H -1.868624 -6.257507 -0.025385 -0.03 0.65 0.16 0.00
H 2.797358 0.812523 4.225947 -0.11 -0.57 -0.56 0.00
C -3.685666 -0.035034 1.689469 -0.53 -0.06 0.16 -0.01
C -2.515127 -0.046980 0.917168 -0.54 0.16 1.58 -0.01
Sb 0.150241 -2.745249 0.270176 1.13 -0.58 0.99 -0.05
H 4.883513 0.178070 1.569230 -0.53 0.53 -0.04 0.00
C 2.548955 -0.128741 3.693794 -0.37 -0.45 0.77 0.00
N -2.681480 -0.193651 -0.485756 0.34 0.09 0.92 0.00
H 0.116854 -0.519758 -5.352349 -0.15 0.01 0.14 0.00
H 0.065071 -5.110243 -1.102127 0.05 0.25 0.63 0.00
H 0.029106 -4.813317 2.875636 0.38 0.39 0.32 0.00
C 0.429040 -3.845618 3.238338 0.01 -0.22 0.25 0.00
H -4.161589 -0.721535 -5.018311 0.16 0.03 0.15 0.00
H 4.132635 -3.921109 0.322807 -0.57 -0.16 0.11 0.00
Mn 0.000000 0.000000 0.000000 0.18 1.16 0.41 4.41
H 0.146455 -3.727778 4.305512 0.13 -0.21 -0.54 0.00
N -1.627232 -0.202790 -1.155660 -1.56 0.15 -0.72 0.04
C -3.183401 -0.622318 -4.555147 0.34 0.07 0.54 0.00
H -0.272576 0.326649 3.477795 -0.16 0.13 0.06 0.00
```
Positions in Å, forces in eV/Å.

Record 4
Entry from OMol25: a cluster of 2 separate species, C20H31N2O in total at a distorted geometry (ωB97M-V/def2-TZVPD).

Properties
spin multiplicity: 1
maximum force: 4.0 eV/Å
energy relative to the best compared isomer or geometry (same formula, charge and spin): 358.1 kJ/mol
charge: +1

Structure (XYZ):
```
54
Properties=species:S:1:pos:R:3:forces:R:3:lowdin_charge:R:1
H 6.395218 -1.684176 -1.259544 -0.31 0.15 0.00 0.11
C -3.278888 0.601439 -1.638369 -0.51 0.22 0.20 -0.14
H 1.383592 1.329269 -0.139427 0.16 -0.33 -0.51 0.13
H -0.241617 2.627421 2.533969 -0.23 -0.24 -0.12 0.13
C 3.942655 0.589475 -0.582333 -0.27 -0.43 0.21 -0.05
H -3.043434 1.620599 -1.971618 -0.04 -0.30 0.09 0.13
C 0.977637 0.784741 3.837104 0.04 0.40 0.25 -0.13
C -2.270917 2.850542 0.966773 0.02 -0.01 0.06 -0.09
H -3.926835 0.157457 -3.628492 -0.02 -0.07 0.06 0.12
H 0.473491 -1.073503 -1.897384 -0.14 0.21 0.58 0.10
H -1.629054 1.707162 3.209366 0.42 0.12 -0.21 0.15
O -1.463551 1.691248 1.157410 -0.17 0.06 -0.25 -0.21
H 0.489357 -0.772143 1.126570 0.21 0.16 0.39 0.12
C 2.280269 0.049338 3.546080 0.05 -0.49 0.20 -0.15
H -0.635322 -0.347048 2.924917 0.33 0.15 -0.18 0.16
H -0.913786 1.588192 -1.387052 -0.11 -0.32 0.27 0.15
H -5.234956 0.434517 -2.487379 0.15 -0.06 -0.04 0.12
H 4.404857 -2.987443 -2.026462 -0.01 0.37 0.12 0.11
H -2.699028 2.783505 -0.038971 0.06 0.10 0.30 0.07
H -2.540191 -2.290843 -3.239618 -0.04 0.04 0.11 0.12
H -1.674740 3.774812 1.047498 -0.08 -0.26 -0.04 0.10
N 0.916254 0.059959 1.529281 -0.47 -1.27 1.03 -0.02
C 2.265741 -0.227591 2.045435 0.46 0.13 0.21 -0.18
H -3.081516 2.901033 1.713974 0.19 -0.08 -0.24 0.10
C -4.400691 -1.562656 -2.410264 -0.14 -0.05 0.22 -0.19
C 0.356311 -0.163795 -1.301460 1.68 -0.09 0.67 -0.09
C 1.444870 0.313795 -0.536047 -0.87 1.58 -3.58 -0.04
C 2.989729 -1.462717 -1.457092 0.43 0.08 0.34 -0.02
H -4.947863 -1.988730 -3.258317 0.01 0.06 0.23 0.12
H -1.161086 -2.039528 -1.251337 -0.34 0.24 0.09 0.11
C 0.039221 0.489290 2.664975 -0.45 -0.17 0.17 -0.26
C 2.794712 -0.194935 -0.860733 0.61 -0.39 0.24 -0.22
C -0.866989 0.495489 -1.383102 -1.36 -0.36 -0.05 -0.03
H 2.966989 0.453121 1.558753 -0.06 -0.12 0.07 0.09
H 1.175081 1.863637 3.865819 -0.06 -0.14 0.04 0.11
H 6.091373 0.643504 -0.391538 -0.31 -0.19 -0.22 0.11
H 2.587870 -1.246548 1.795532 -0.10 0.25 0.04 0.14
C -2.151039 -1.571901 -1.248114 -0.20 -0.76 -0.03 -0.13
C 5.396455 -1.249971 -1.191071 -0.28 0.15 0.10 -0.06
H 2.345951 -0.892212 4.093709 -0.06 0.09 0.08 0.11
C -4.262643 -0.054250 -2.606999 0.24 0.13 -0.37 -0.17
H 2.140348 -2.057686 -1.801512 0.34 0.12 0.32 0.11
C 4.280553 -1.988239 -1.602743 -0.29 0.28 0.00 -0.06
H 0.536272 0.520146 4.805021 0.09 0.00 -0.26 0.13
H -2.585967 -1.711726 -0.240999 0.14 0.28 -0.22 0.15
C -0.844269 1.703137 2.420517 0.03 0.41 0.29 -0.20
C 5.225449 0.051054 -0.699199 -0.17 -0.05 -0.23 -0.06
H -4.993256 -1.747793 -1.505790 0.01 -0.04 -0.10 0.12
N -2.027833 -0.143755 -1.518205 1.09 0.86 0.06 -0.06
H 3.148597 0.652804 3.817485 -0.09 -0.14 0.06 0.12
H 3.813343 1.617975 -0.232914 0.04 -0.38 0.02 0.12
H -3.193434 -3.306045 -1.957893 0.03 0.17 -0.05 0.12
H -3.741132 0.675834 -0.638894 0.21 -0.12 -0.17 0.14
C -3.052174 -2.265260 -2.269342 0.14 0.09 -0.23 -0.17
```
Positions in Å, forces in eV/Å.